(1)
Molecular formula: C16H23F4O6P
Method: DFT, the ωB97M-V functional and the def2-TZVPD basis

XYZ file:
```
50
Properties=species:S:1:pos:R:3:nbo_charge:R:1
C 1.50927 -0.73974 2.82412 -0.64
C 1.57923 -2.02083 1.99772 -0.06
O 2.79390 -2.09791 1.21044 -0.83
P 2.86198 -1.37414 -0.20971 2.42
O 1.89432 -0.26131 -0.32883 -1.13
C 2.64844 -2.64156 -1.45754 -0.83
C 1.25892 -3.28188 -1.37150 -0.44
C 0.12954 -2.28831 -1.39293 -0.02
C -1.03723 -2.48235 -0.79290 -0.25
C -2.09850 -1.44343 -0.82036 0.53
O -3.26191 -1.74172 -0.66608 -0.53
C -1.64680 -0.03400 -1.01329 -0.22
C -2.47457 1.11710 -0.46948 0.63
F -2.72622 2.03553 -1.45122 -0.33
F -1.74039 1.75402 0.49275 -0.33
C -3.83915 0.77415 0.15461 0.51
F -3.62378 0.15193 1.33481 -0.33
F -4.48016 1.94235 0.41744 -0.34
C -0.48617 0.19084 -1.64018 0.10
C 0.14263 1.52046 -1.92573 -0.67
C 0.26923 -1.00981 -2.15019 0.55
O 0.96335 -0.93170 -3.13461 -0.53
O 4.39467 -1.01762 -0.34708 -0.82
C 4.87492 0.28103 0.08067 -0.06
C 4.80649 1.28010 -1.05632 -0.64
H 1.35247 -0.96096 3.88044 0.22
H 2.44453 -0.18695 2.72334 0.22
H 0.71631 -0.07919 2.47349 0.23
H 0.71640 -2.09974 1.33236 0.18
H 1.60544 -2.91064 2.62556 0.19
H 2.78896 -2.14780 -2.42203 0.28
H 3.43106 -3.39345 -1.33996 0.26
H 1.13592 -4.00866 -2.17900 0.25
H 1.17979 -3.84218 -0.43427 0.23
H -1.28878 -3.40523 -0.27832 0.23
H -4.45661 0.14941 -0.48708 0.18
H 0.37441 2.01390 -0.98000 0.25
H 1.06732 1.37917 -2.48069 0.24
H -0.52550 2.16186 -2.49698 0.24
H 5.89946 0.10501 0.40671 0.19
H 4.29502 0.61632 0.94442 0.18
H 3.84528 1.20246 -1.56689 0.23
H 4.90612 2.29669 -0.67087 0.22
H 5.60021 1.10034 -1.78332 0.21
C -6.27718 4.27364 2.69426 -0.25
O -6.88924 3.37538 1.78422 -0.72
H -7.02685 4.52836 3.44099 0.18
H -5.42110 3.82088 3.20273 0.16
H -5.94986 5.19576 2.20519 0.16
H -6.23560 3.13444 1.12108 0.47
```

Output
Kohn-Sham gap, Ha: 0.3270
SMILES: CCOP(=O)(CCC1=CC(=O)C(C(F)(F)C(F)F)=C(C)C1=O)OCC.CO
Total charge: 0

***

(2)
Molecular formula: C40H20F15GeMnN4O2S3
Method: DFT, the ωB97M-V functional and the def2-TZVPD basis

XYZ file:
```
86
Properties=species:S:1:pos:R:3:lowdin_spin:R:1
Mn 0.33466 -1.59180 -0.87816 4.54
C -0.29561 -2.76594 3.44947 0.00
C -0.57281 -2.34437 2.02825 0.03
N 0.41892 -2.13057 1.20189 0.05
N 1.67163 -2.25596 1.74610 0.01
C 2.67452 -2.08144 0.94977 0.02
S 2.60024 -1.80115 -0.75982 0.06
S 4.29144 -2.15338 1.63100 0.01
C 3.99027 -1.48308 3.31915 0.00
C 3.80544 0.00442 3.29738 0.00
C 2.52602 0.55153 3.29818 0.00
C 2.34821 1.92784 3.27240 0.00
C 3.44850 2.77232 3.26422 0.00
C 4.72842 2.23454 3.25020 0.00
C 4.90359 0.85984 3.25351 0.00
C -1.96121 -2.20497 1.62378 0.01
C -2.98964 -2.39124 2.56489 0.00
C -4.32474 -2.33976 2.22649 0.01
C -4.69340 -2.10479 0.90305 0.00
C -3.72169 -1.87961 -0.04719 0.01
C -2.34955 -1.87840 0.28599 0.02
O -1.48774 -1.57700 -0.62911 0.08
H 0.75262 -3.01391 3.55886 0.00
H -0.89925 -3.63421 3.71559 0.00
H -0.53918 -1.95189 4.13625 0.00
H 4.87737 -1.77031 3.88260 0.00
H 3.11029 -1.99387 3.70014 0.00
H 1.67121 -0.11233 3.32186 0.00
H 1.34710 2.34376 3.26591 0.00
H 3.30374 3.84606 3.26101 0.00
H 5.59175 2.88848 3.23970 0.00
H 5.90394 0.44335 3.21509 0.00
H -2.72780 -2.56377 3.60026 0.00
H -5.08203 -2.46868 2.98918 0.00
H -5.74052 -2.07728 0.62545 0.00
H -3.97744 -1.64234 -1.07376 0.00
F 0.26909 5.06863 -1.55859 0.00
C 1.50455 4.55419 -1.43359 0.00
C 1.69231 3.20081 -1.66355 0.00
C 2.98373 2.71961 -1.51157 0.00
F 3.23618 1.44083 -1.73345 0.00
C 4.04132 3.53908 -1.15618 0.00
F 5.27465 3.05253 -1.02480 0.00
C 3.81556 4.88678 -0.94711 0.00
F 4.82177 5.68962 -0.60723 0.00
C 2.53757 5.40049 -1.08668 0.00
F 2.32205 6.70532 -0.87011 0.00
Ge 0.09892 2.04993 -2.05934 0.02
S 0.29586 0.01257 -2.70399 0.06
C -0.91388 2.99094 -3.49479 0.00
C -0.33434 3.81260 -4.44276 0.00
F 0.98852 4.03292 -4.41162 0.00
C -1.07334 4.42492 -5.43929 0.00
F -0.49015 5.21226 -6.34958 0.00
C -2.44009 4.21759 -5.49291 0.00
F -3.16905 4.81534 -6.43432 0.00
C -3.04921 3.37766 -4.57558 0.00
F -4.36823 3.17300 -4.64022 0.00
C -2.27452 2.76554 -3.61046 0.00
F -2.86600 1.92898 -2.74840 0.00
C -0.92459 2.41641 -0.36915 0.00
C -1.96171 3.31616 -0.17424 0.00
F -2.41388 4.06046 -1.18822 0.00
C -2.55917 3.48884 1.06085 0.00
F -3.55109 4.37088 1.22253 0.00
C -2.13378 2.74705 2.14868 0.00
F -2.71560 2.89987 3.33276 0.00
C -1.07769 1.86400 2.00067 0.00
F -0.63415 1.18047 3.05739 0.00
C -0.49062 1.74263 0.75905 0.00
F 0.60123 0.98180 0.64542 0.01
N -3.81952 -5.06749 -1.64920 0.00
C -2.88950 -6.04478 -1.82982 0.00
O -3.20138 -7.19543 -2.08517 0.00
C -1.46710 -5.62215 -1.68814 0.00
C -0.48840 -6.59232 -1.48237 0.00
C 0.81812 -6.18803 -1.29040 0.00
C 1.11240 -4.83163 -1.28832 0.01
N 0.19281 -3.89922 -1.53108 0.04
C -1.05595 -4.29795 -1.75898 0.01
H -4.78291 -5.35388 -1.64442 0.00
H -3.59141 -4.18878 -1.21071 0.00
H -0.78147 -7.63380 -1.47414 0.00
H 1.61094 -6.90701 -1.13549 0.00
H 2.11584 -4.46941 -1.09963 0.00
H -1.75191 -3.50892 -2.02130 0.00
```

Output
Kohn-Sham gap (alpha / beta), Ha: 0.2312 / 0.2744
Total charge: -1
Spin multiplicity: 6
Energy above the lowest of the compared OMol25 structures with the same formula, charge and spin, eV: 0.313

***

(3)
Molecular formula: C5H14NP
Method: DFT, the ωB97M-V functional and the def2-TZVPD basis

XYZ file:
```
21
Properties=species:S:1:pos:R:3:nbo_charge:R:1
C -2.88760 -1.43056 0.99917 -0.69
C 2.79207 -0.51050 -0.06328 -0.92
C 0.97917 1.59516 0.90462 -1.01
C 0.72814 0.74205 -1.85255 -0.99
C -2.68237 -0.37316 0.06731 -0.23
N 0.04603 -1.05312 0.42753 -0.97
P 0.95674 0.05782 -0.06479 1.64
H -2.18248 -2.19691 0.65906 0.24
H -2.68787 -1.38887 1.96376 0.22
H -3.98071 -1.82273 0.80328 0.20
H 3.21793 0.11901 0.78903 0.24
H 2.74334 -1.58985 0.22934 0.26
H 3.16611 -0.20817 -1.01334 0.23
H 1.67429 2.41490 0.44859 0.23
H -0.02836 1.87836 1.00126 0.24
H 1.50054 1.38038 1.88082 0.24
H 1.44210 -0.03922 -2.32287 0.23
H -0.34314 0.58986 -2.21670 0.24
H 0.96005 1.80819 -2.01455 0.24
H -3.21152 0.49860 0.28297 0.15
H -2.20247 -0.47124 -0.90866 0.19
```

Output
Kohn-Sham gap (alpha / beta), Ha: 0.3506 / 0.2554
Total charge: 0
Energy above the lowest of the compared OMol25 structures with the same formula, charge and spin, eV: 4.985

***

(4)
Molecular formula: C13H19N
Method: DFT, the ωB97M-V functional and the def2-TZVPD basis

XYZ file:
```
33
Properties=species:S:1:pos:R:3:nbo_charge:R:1
C -0.03307 2.34105 -2.21136 -0.71
C 0.31067 2.03461 -1.00665 0.48
N 0.72004 1.73028 0.07845 -0.46
C 0.87642 0.55201 0.95527 0.07
C 1.31265 1.20297 2.24051 -0.59
C 1.88658 -0.44601 0.54688 -0.20
C 2.64047 -0.53709 -0.49157 -0.17
C 3.65063 -1.59249 -0.64952 -0.64
C -0.47802 -0.21345 1.15464 -0.40
C -1.30499 -0.59179 -0.03826 0.01
C -0.63040 -1.25943 -1.16213 -0.66
C -2.60635 -0.39637 -0.00615 0.01
C -4.03288 -0.59863 -0.43178 -0.43
C -3.68080 0.12185 0.83982 -0.46
H -0.98912 2.65849 -2.54438 0.24
H 0.73364 2.52075 -2.93136 0.24
H 1.57050 0.47807 3.02014 0.21
H 2.02501 1.96972 2.08414 0.23
H 0.50656 1.81853 2.62775 0.21
H 2.04490 -1.30638 1.16323 0.19
H 2.45682 0.24836 -1.15873 0.20
H 3.53693 -2.15263 -1.52109 0.22
H 4.56790 -1.01121 -0.92627 0.22
H 3.80183 -2.26492 0.16691 0.22
H -0.28397 -1.02344 1.70911 0.21
H -0.98970 0.59309 1.80911 0.21
H -1.30708 -1.93039 -1.62549 0.22
H -0.14203 -0.58252 -1.79261 0.23
H 0.26529 -1.69553 -0.88811 0.22
H -4.46878 -1.69420 -0.42435 0.22
H -4.39621 -0.06937 -1.29311 0.22
H -3.71097 1.20908 0.88630 0.21
H -3.85245 -0.11301 1.82065 0.22
```

Output
Kohn-Sham gap, Ha: 0.3374
SMILES: C=C=N[C@](C)(/C=C/C)CC(C)=C1CC1
Total charge: 0
Energy above the lowest of the compared OMol25 structures with the same formula, charge and spin, eV: 6.090